(1)
Density functional theory data (ωB97M-V with the def2-TZVPD basis set) for a cluster of 3 separate species, C3H11O3S2 in total.

Results
DFT total energy in eV: -31103.920
Frontier orbital gap in eV: 6.11
Energy above the lowest of the compared OMol25 structures with the same formula, charge and spin in kcal per mole: 20.2
Spin multiplicity: 1
Net charge: -1

Each line ends with the Löwdin charge.
Element x y z (Å)
C  0.436  -0.101  1.792  -0.2786
C  1.269  0.257  0.578  -0.2998
O  2.277  -0.701  0.289  -0.0853
C  -0.486  -1.286  1.522  -0.5823
S  -2.045  -0.748  0.707  0.1214
S  -1.845  -0.781  -1.310  -0.3032
H  -0.118  0.753  2.157  0.0886
H  1.151  -0.303  2.616  0.1068
H  0.686  0.509  -0.277  0.0652
H  1.819  1.179  0.735  0.1083
H  -0.798  -1.778  2.439  0.0455
H  -0.059  -2.069  0.896  0.0491
H  1.387  -1.013  -3.437  0.0196
H  0.010  -0.608  -4.003  0.0076
H  1.906  -1.587  0.229  0.0664
O  0.900  -0.875  -4.250  -0.0810
H  -2.626  2.974  0.369  0.0286
H  -1.858  2.730  -0.844  0.0198
O  -2.007  3.449  -0.208  -0.0966

Cartesian forces, eV/Å:
1.003 -0.553 0.326
0.495 0.662 0.499
0.349 -0.307 -0.092
-0.570 0.425 -0.277
-0.309 -0.083 0.897
0.377 0.052 -0.668
-0.434 0.236 -0.233
-0.162 -0.253 -0.293
-0.892 -0.439 -0.813
0.283 0.173 0.475
-0.070 0.043 0.241
0.226 0.060 -0.106
-0.226 0.053 0.332
-0.014 -0.049 0.426
-0.289 0.192 -0.061
0.189 -0.001 -0.642
0.178 0.368 0.159
0.322 0.240 -0.101
-0.453 -0.815 -0.067

(2)
Density functional theory data (ωB97M-V with the def2-TZVPD basis set) for a structure of composition C3H11P3.

Results
DFT total energy in eV: -31152.931
Frontier orbital gap in eV: 8.56
Energy above the lowest of the compared OMol25 structures with the same formula, charge and spin in kcal per mole: 25.7
Spin multiplicity: 1

Each line ends with the Löwdin charge.
Element x y z (Å)
C  2.770  0.007  -0.625  -0.2248
C  -0.239  1.316  0.077  -0.4937
C  1.850  -0.811  0.232  -0.2542
P  -3.466  -0.031  -0.176  0.4164
P  -1.793  -1.191  0.728  0.2680
P  -0.349  -0.313  -0.758  0.5642
H  2.555  1.102  -0.500  0.0582
H  3.851  -0.036  -0.255  0.0905
H  2.482  -0.254  -1.656  0.0569
H  -0.004  1.002  1.099  -0.0027
H  -1.122  1.961  0.175  0.0192
H  0.541  1.909  -0.379  0.0076
H  1.483  -0.361  1.131  -0.0041
H  1.808  -1.946  0.323  0.0645
H  -4.416  -1.020  -0.038  -0.1886
H  -3.870  0.897  0.763  -0.1875
H  -2.080  -2.230  -0.141  -0.1900

Cartesian forces, eV/Å:
0.323 0.735 0.705
-0.407 0.053 0.874
-3.742 -0.789 -0.660
0.947 0.119 -1.609
0.465 0.795 0.249
1.881 -0.767 0.596
-0.127 -0.965 -0.079
-1.167 -0.511 -1.160
1.308 0.116 0.094
0.347 0.724 0.081
-0.096 -0.414 -0.479
0.284 0.108 0.087
0.420 0.084 0.736
0.670 1.654 -0.527
-0.657 -0.318 0.457
-0.209 0.015 0.951
-0.239 -0.640 -0.316

Calculated HOMO level (eV), listed in the same order as above: -2.664 -7.946